[1]
Density functional theory data (wB97M-V/def2-TZVPD) for an isolated molecule of C6H3NO in a non-equilibrium geometry.

Values from the calculation:
energy above the lowest of the compared OMol25 structures with the same formula, charge and spin = 215.04 kJ/mol
E = -360.28955 Eh

Geometry (Å):
C1 2.18046 -1.62013 -1.03238
C2 1.26513 -0.95000 -0.68904
C3 0.18864 -0.11400 -0.17027
C4 -0.28182 0.94753 -0.85323
N1 -1.39983 1.59753 -0.15773
C5 -1.45066 1.08999 1.06960
C6 -0.64557 -0.18968 1.12611
O1 -0.77861 -1.08602 1.91224
H1 2.94777 -2.42346 -1.33225
H2 0.04199 1.25142 -1.84246
H3 -2.06750 1.49681 1.96941

[2]
Density functional theory data (wB97M-V/def2-TZVPD) for an isolated molecule of CH5FN2 in a non-equilibrium geometry.

Values from the calculation:
energy above the lowest of the compared OMol25 structures with the same formula, charge and spin = 42.43 kJ/mol
E = -250.44612 Eh

Geometry (Å):
N1 -0.38385 -1.23429 -0.10070
C1 0.45875 0.15588 0.17279
N2 -0.29417 1.16641 -0.41016
F1 1.77398 0.14994 -0.28346
H1 -0.48808 -1.86839 0.69311
H2 -0.21125 -1.58429 -0.97025
H3 0.61376 0.30442 1.31189
H4 -1.31384 0.84004 -0.47091
H5 -0.15530 2.07029 0.05769

[3]
Density functional theory data (wB97M-V/def2-TZVPD) for a cluster of 3 separate species, C4H11NO2 in total in a non-equilibrium geometry.

Values from the calculation:
energy above the lowest of the compared OMol25 structures with the same formula, charge and spin = 261.78 kJ/mol
E = -364.16847 Eh

Geometry (Å):
C1 -3.13108 0.93967 0.23205
N1 -2.00705 0.73912 0.78275
C2 -0.98847 -0.01806 0.15552
C3 0.09263 -0.51312 0.75589
C4 1.13278 -1.38346 0.13227
H1 -3.33053 0.84129 -0.83425
H2 -3.89188 1.14508 0.97885
H3 -1.08456 -0.20081 -0.91520
H4 0.20178 -0.22590 1.80333
H5 2.05313 -1.36414 0.71737
H6 1.32153 -1.02859 -0.88658
H7 0.85026 -2.44161 -0.01937
O1 -1.93373 0.58938 3.38578
H8 -1.74236 0.91199 2.42772
H9 -2.01999 1.51534 3.66665
O2 4.94811 0.08398 -3.76197
H10 5.26262 0.76811 -4.34532
H11 4.26684 -0.35826 -4.27550

One value per record, in order, for HOMO-LUMO gap: 0.2887, 0.3929, 0.3584 hartree.